Entry 1:
Density functional theory data (ωB97M-V/def2-TZVPD) for a cluster of 9 separate species, C49H106BN4O11 in total in a non-equilibrium geometry.

Each line ends with the Löwdin charge.
Atoms and positions in Å:
1 O -7.815 3.846 1.071  -0.183
2 O -3.658 -9.975 3.119  -0.175
3 O 4.720 8.566 -7.484  -0.179
4 O 5.890 2.783 -3.051  -0.178
5 O 4.185 -1.563 -0.034  -0.187
6 O -2.493 -0.817 8.215  -0.092
7 O -1.483 -2.153 10.080  0.037
8 O 3.132 4.490 -6.272  -0.178
9 O 6.547 0.761 -7.995  -0.164
10 O -8.269 0.187 5.461  -0.184
11 O 5.044 -1.788 5.482  0.051
12 N -3.433 -5.545 2.731  0.083
13 N -4.860 -6.001 4.699  0.043
14 N -4.935 -3.610 3.458  -0.025
15 N 2.472 -2.104 5.990  0.019
16 C -10.539 0.331 6.405  -0.081
17 C -3.037 -1.520 7.043  -0.218
18 C -8.699 1.633 3.513  -0.078
19 C -4.974 -9.428 3.143  -0.293
20 C -6.067 -10.466 2.953  -0.080
21 C 1.802 2.653 -7.231  -0.076
22 C 5.644 0.236 -7.025  -0.276
23 C 5.414 -1.566 -0.754  -0.276
24 C 6.122 8.814 -7.414  -0.272
25 C 3.351 -2.818 3.530  -0.025
26 C -6.083 5.234 0.004  -0.082
27 C 1.939 6.312 -7.424  -0.081
28 C 3.062 -0.979 -0.689  -0.277
29 C 2.008 3.634 -6.090  -0.277
30 C 5.778 3.215 -4.403  -0.269
31 C 4.007 10.909 -7.732  -0.079
32 C -6.586 3.843 0.350  -0.279
33 C -0.513 -5.745 6.132  -0.208
34 C -4.395 -5.051 3.583  -0.397
35 C -3.271 -9.731 0.699  -0.082
36 C 0.182 -3.234 7.060  0.012
37 C -4.637 -1.329 4.797  -0.153
38 C -8.646 0.228 4.087  -0.278
39 C 5.917 -0.175 -1.100  -0.080
40 C -0.028 -1.791 7.878  0.055
41 C 2.325 -0.790 6.725  0.079
42 C -3.264 -10.635 1.920  -0.279
43 C 6.328 -1.062 -9.635  -0.082
44 C 5.941 5.021 -2.023  -0.078
45 C -9.120 0.871 6.376  -0.279
46 C 3.107 5.342 -7.415  -0.264
47 C 0.531 -6.862 6.742  -0.186
48 C 3.865 9.592 -6.990  -0.279
49 C -9.309 3.738 -0.884  -0.081
50 C 2.826 -6.962 4.671  0.040
51 C 2.691 -1.671 -1.989  -0.077
52 C 1.529 -3.295 6.094  0.130
53 C -1.388 -1.620 8.837  -0.203
54 C 1.769 -7.022 5.629  -0.089
55 C -4.360 -0.822 6.367  -0.151
56 C 6.312 -0.654 -5.992  -0.072
57 C 1.048 -0.543 7.723  0.086
58 C 6.631 9.026 -5.999  -0.080
59 C 6.582 3.652 -2.158  -0.277
60 C -0.858 -4.512 7.175  -0.143
61 C 7.244 -0.188 -8.797  -0.277
62 C -4.097 -2.850 4.508  -0.236
63 C -8.938 4.430 0.415  -0.275
64 C 7.118 3.400 -5.093  -0.066
65 B 3.690 -2.225 5.043  -0.369
66 H -2.883 -10.263 -0.174  0.079
67 H 3.232 0.091 -0.847  0.109
68 H 5.202 1.098 -6.513  0.091
69 H -9.480 2.233 3.987  0.071
70 H 1.917 6.898 -6.498  0.081
71 H 3.861 10.765 -8.808  0.085
72 H 4.886 4.926 -1.738  0.084
73 H 3.273 11.635 -7.370  0.079
74 H -10.540 -0.746 6.603  0.083
75 H -5.741 -1.120 4.469  0.108
76 H 6.389 9.657 -8.059  0.107
77 H 6.574 3.162 -1.178  0.110
78 H -2.242 -10.993 2.083  0.118
79 H 5.662 -0.448 -10.250  0.083
80 H -8.906 1.600 2.440  0.074
81 H 6.914 -1.713 -10.291  0.078
82 H -3.880 -11.525 1.756  0.107
83 H 3.122 0.083 6.599  0.164
84 H 4.016 9.726 -5.914  0.108
85 H 6.900 -0.231 -1.578  0.085
86 H -0.073 -5.371 5.103  0.111
87 H 0.969 -6.586 7.801  0.120
88 H 7.719 2.487 -5.025  0.077
89 H 1.805 -4.233 5.425  0.117
90 H -11.125 0.834 7.179  0.080
91 H 2.237 -2.596 3.181  0.103
92 H -4.281 -9.387 0.458  0.068
93 H 2.711 2.070 -7.409  0.072
94 H 7.910 -0.795 -8.175  0.106
95 H 7.633 3.736 -2.453  0.108
96 H 0.030 -7.936 6.880  0.130
97 H 6.721 -1.561 -6.445  0.068
98 H -6.672 3.219 -0.545  0.106
99 H -5.311 -0.955 7.056  0.129
100 H -6.023 -10.922 1.961  0.067
101 H -1.987 -4.227 7.001  0.101
102 H -3.017 -2.742 4.022  0.129
103 H -9.467 2.665 -0.719  0.082
104 H -3.233 -6.520 3.060  0.031
105 H 7.888 0.387 -9.470  0.120
106 H -8.522 3.840 -1.636  0.066
107 H -1.506 -6.338 5.856  0.123
108 H 2.194 3.067 -5.172  0.115
109 H 3.131 4.744 -8.331  0.110
110 H 5.976 5.578 -2.963  0.064
111 H 7.720 9.124 -5.995  0.078
112 H -6.005 5.853 0.904  0.083
113 H -9.781 4.348 1.110  0.118
114 H 0.982 5.790 -7.502  0.065
115 H -5.793 -5.678 5.079  0.092
116 H 5.995 0.443 -0.200  0.081
117 H -8.768 5.500 0.258  0.107
118 H -11.048 0.486 5.448  0.068
119 H 5.240 0.338 -1.790  0.061
120 H 5.218 2.438 -4.934  0.096
121 H -4.161 -5.877 5.487  0.064
122 H -5.062 -8.624 2.406  0.100
123 H 4.819 -0.286 -7.521  0.107
124 H 2.219 -1.061 0.006  0.112
125 H -4.567 -3.303 2.519  0.111
126 H 3.478 -1.569 -2.740  0.062
127 H 6.616 7.932 -7.836  0.119
128 H 2.017 6.997 -8.273  0.079
129 H 6.459 5.613 -1.264  0.077
130 H -2.657 -8.841 0.873  0.078
131 H -7.746 2.151 3.674  0.085
132 H -3.960 -0.605 4.133  0.121
133 H -9.110 1.946 6.172  0.107
134 H 4.040 5.917 -7.395  0.110
135 H 7.699 4.206 -4.635  0.067
136 H -7.053 -10.008 3.068  0.079
137 H -9.597 -0.294 3.941  0.108
138 H 5.593 -0.957 -5.226  0.071
139 H 5.696 -1.700 -9.009  0.065
140 H -2.231 -1.615 6.176  0.135
141 H -5.964 -11.272 3.689  0.085
142 H 2.533 -2.744 -1.823  0.084
143 H 6.975 3.651 -6.148  0.083
144 H -10.226 4.168 -1.298  0.080
145 H 5.636 -2.577 5.243  0.140
146 H 7.143 -0.127 -5.508  0.079
147 H -4.154 0.352 6.338  0.131
148 H 4.078 -2.307 2.765  0.091
149 H -0.763 -4.961 8.271  0.144
150 H 3.497 -3.979 3.573  0.067
151 H -5.100 -8.962 4.127  0.104
152 H 5.002 11.344 -7.595  0.067
153 H -8.677 0.740 7.369  0.116
154 H 1.105 4.226 -5.910  0.105
155 H -5.847 3.356 0.996  0.116
156 H 1.774 -1.241 -2.403  0.080
157 H 0.856 0.463 8.299  0.131
158 H 1.558 3.168 -8.166  0.069
159 H 5.174 4.126 -4.462  0.102
160 H -5.100 5.178 -0.473  0.077
161 H -7.891 -0.346 3.540  0.105
162 H -6.760 5.747 -0.686  0.068
163 H 5.328 -2.190 -1.649  0.107
164 H 2.839 9.230 -7.116  0.105
165 H 6.212 9.930 -5.550  0.066
166 H 3.547 -6.516 3.832  0.056
167 H -4.098 -3.558 5.460  0.106
168 H -3.389 -2.595 7.426  0.132
169 H 0.980 1.968 -7.004  0.077
170 H 6.153 -2.053 -0.108  0.116
171 H 6.350 8.182 -5.358  0.078

Values from the calculation:
**Energy**: -3001.14308 hartree
**Kohn-Sham gap**: 5.553 eV
**Energy above the lowest of the compared OMol25 structures with the same formula, charge and spin**: 359.2 kcal/mol
**Total charge**: +1
**HOMO**: -0.3899 hartree


Entry 2:
Density functional theory data (ωB97M-V/def2-TZVPD) for a structure of composition C30H24AlBBrN3O4S2.

Each line ends with the natural charge from an NBO analysis.
Atoms and positions in Å:
1 Br -4.370 7.030 -2.360  0.054
2 S -0.250 0.195 -2.776  -0.318
3 S -1.766 0.819 3.131  -0.285
4 Al -1.305 0.376 0.952  1.519
5 O 1.343 -1.666 0.927  -0.665
6 O -0.455 3.532 -0.937  -0.614
7 O 1.513 0.613 0.861  -0.661
8 O -1.492 1.824 0.046  -0.923
9 N 2.173 -0.773 -2.449  -0.623
10 N 1.916 1.503 -2.010  -0.790
11 N -2.762 -0.994 0.958  -0.601
12 C -3.707 3.470 0.571  -0.211
13 C -3.124 -0.973 -1.441  -0.674
14 C 3.773 -2.114 1.095  -0.260
15 C 6.280 -1.656 -2.712  -0.241
16 C -3.949 -3.476 1.244  -0.092
17 C -4.095 5.585 -1.164  -0.089
18 C 5.012 -1.474 1.159  -0.216
19 C 5.113 -0.087 1.133  -0.214
20 C 5.876 -0.334 -2.744  -0.180
21 C -1.445 3.031 -0.448  0.812
22 C 4.534 0.014 -2.648  -0.290
23 C 3.979 -2.314 -2.486  -0.265
24 C -3.485 -2.804 2.399  -0.019
25 C 1.384 0.336 -2.388  0.326
26 C -3.846 -2.891 0.022  -0.274
27 C -4.871 4.222 0.640  -0.191
28 C -5.075 5.283 -0.231  -0.230
29 C -3.145 -2.634 4.766  -0.182
30 C -2.921 4.860 -1.238  -0.211
31 C -2.430 -0.797 3.341  -0.144
32 C 3.980 0.721 1.038  -0.255
33 C -2.561 -1.367 4.587  -0.211
34 C -3.605 -3.347 3.695  -0.230
35 C -3.238 -1.623 -0.100  0.318
36 C 3.567 -0.979 -2.512  0.239
37 C 2.667 -1.303 1.004  0.270
38 C 2.768 0.075 0.973  0.209
39 C 5.316 -2.647 -2.584  -0.177
40 C -2.733 3.794 -0.365  -0.078
41 C -2.892 -1.543 2.221  0.130
42 B 0.612 -0.484 0.836  0.504
43 H 1.234 2.211 -1.732  0.452
44 H 3.683 -3.191 1.110  0.226
45 H 6.610 0.454 -2.850  0.216
46 H -4.210 -3.379 -0.871  0.231
47 H -3.233 -3.039 5.765  0.221
48 H 3.233 -3.093 -2.383  0.211
49 H -4.058 -1.087 -1.990  0.237
50 H -3.550 2.642 1.251  0.232
51 H -5.981 5.871 -0.188  0.228
52 H 7.326 -1.913 -2.799  0.216
53 H 1.617 -1.600 -2.611  0.420
54 H -4.062 -4.320 3.822  0.216
55 H -2.328 -1.438 -2.026  0.267
56 H -5.627 3.981 1.375  0.217
57 H 5.606 -3.690 -2.559  0.214
58 H 5.911 -2.070 1.228  0.217
59 H 6.090 0.374 1.183  0.217
60 H -4.399 -4.456 1.352  0.221
61 H 4.041 1.801 1.025  0.227
62 H 2.786 1.503 -1.505  0.394
63 H -2.208 -0.812 5.446  0.229
64 H 4.275 1.056 -2.732  0.220
65 H -2.889 0.089 -1.360  0.251
66 H -2.151 5.103 -1.956  0.248

Values from the calculation:
**Energy**: -5260.82268 hartree
**Kohn-Sham gap**: 7.305 eV
**Energy above the lowest of the compared OMol25 structures with the same formula, charge and spin**: 2.0 kcal/mol
**Total charge**: 0
**HOMO**: -0.2925 hartree


Entry 3:
Density functional theory data (ωB97M-V/def2-TZVPD) for an isolated molecule of C5H10O.

Each line ends with the natural charge from an NBO analysis.
Atoms and positions in Å:
1 O 2.022 0.574 1.111  -0.712
2 C 0.327 -0.347 -0.447  -0.242
3 C -0.308 1.056 -0.594  -0.395
4 C -0.970 -0.801 0.263  -0.399
5 C -1.691 0.403 -0.379  -0.399
6 C 1.675 -0.506 0.263  -0.060
7 H -2.429 0.940 0.226  0.202
8 H 0.383 -0.835 -1.429  0.203
9 H 1.669 -1.456 0.823  0.159
10 H -0.135 1.611 -1.520  0.206
11 H -2.152 0.127 -1.333  0.199
12 H 2.488 -0.569 -0.466  0.180
13 H -1.343 -1.807 0.042  0.205
14 H -0.024 1.691 0.252  0.205
15 H 1.384 0.611 1.833  0.460
16 H -0.895 -0.691 1.354  0.188

Values from the calculation:
**Structure (SMILES)**: OCC1CCC1
**Energy**: -271.71059 hartree
**Kohn-Sham gap**: 11.197 eV
**Energy above the lowest of the compared OMol25 structures with the same formula, charge and spin**: 26.4 kcal/mol
**Total charge**: 0
**HOMO**: -0.3748 hartree


Entry 4:
Density functional theory data (ωB97M-V/def2-TZVPD) for an isolated molecule of C4H8O2.

Each line ends with the natural charge from an NBO analysis.
Atoms and positions in Å:
1 O -0.768 0.778 -1.801  -0.357
2 O -0.796 -0.790 -0.155  -0.535
3 C -0.316 -0.032 0.985  -0.081
4 C -1.426 -0.029 -1.061  0.385
5 C 0.884 -0.753 1.556  -0.627
6 C 0.544 1.021 -1.753  -0.290
7 H 0.626 -1.782 1.824  0.216
8 H 1.240 -0.237 2.453  0.217
9 H -1.135 0.031 1.710  0.178
10 H 1.698 -0.781 0.826  0.213
11 H -2.495 -0.079 -1.213  0.159
12 H 1.158 0.249 -1.303  0.156
13 H -0.042 0.980 0.662  0.193
14 H 0.876 1.588 -2.610  0.172

Values from the calculation:
**Energy**: -307.54651 hartree
**Kohn-Sham gap (spin up / spin down)**: 8.333 / 7.761 eV
**Energy above the lowest of the compared OMol25 structures with the same formula, charge and spin**: 104.1 kcal/mol
**Total charge**: 0
**HOMO (spin up / spin down)**: -0.2703 / -0.2552 hartree


Entry 5:
Density functional theory data (ωB97M-V/def2-TZVPD) for an isolated molecule of C13H21N5O2S in a non-equilibrium geometry.

Each line ends with the natural charge from an NBO analysis.
Atoms and positions in Å:
1 S -0.063 -2.707 -1.754  2.310
2 O -1.486 -2.661 -1.897  -0.925
3 O 0.583 -3.969 -1.561  -0.912
4 N 2.352 0.509 1.343  -0.438
5 N 1.444 -0.873 -0.392  -0.503
6 N 0.512 -0.971 1.602  -0.183
7 N 0.617 -1.986 -3.067  -0.842
8 N -0.183 -1.815 0.838  -0.285
9 C 2.203 0.829 2.608  0.285
10 C 0.255 0.503 -3.134  -0.442
11 C 1.200 0.256 3.423  -0.319
12 C 3.145 1.839 3.170  -0.651
13 C 0.331 -0.669 2.903  0.299
14 C -0.088 -0.888 -3.690  -0.239
15 C -0.769 -1.353 3.626  -0.658
16 C -1.879 0.991 -1.819  -0.408
17 C 0.407 -1.717 -0.336  0.047
18 C -0.986 1.388 -2.997  -0.387
19 C 1.522 -0.383 0.838  0.497
20 C -2.184 0.995 0.684  -0.613
21 C -1.357 1.519 -0.483  -0.394
22 H 1.118 0.549 4.457  0.231
23 H -0.674 2.428 -2.870  0.202
24 H -1.385 2.612 -0.488  0.195
25 H 0.110 -0.930 -4.765  0.204
26 H -2.884 1.390 -1.978  0.202
27 H 2.592 2.695 3.554  0.229
28 H 3.830 2.166 2.395  0.244
29 H 0.736 0.389 -2.162  0.230
30 H -1.722 -1.101 3.161  0.252
31 H 3.709 1.406 3.995  0.229
32 H -2.174 -0.094 0.692  0.213
33 H 1.611 -1.865 -2.958  0.412
34 H -0.649 -2.431 3.534  0.252
35 H -0.784 -1.068 4.673  0.230
36 H -0.313 1.225 -0.353  0.188
37 H -1.791 1.360 1.632  0.197
38 H 0.975 0.991 -3.794  0.206
39 H -3.217 1.323 0.594  0.206
40 H -1.143 -1.117 -3.532  0.229
41 H -1.560 1.329 -3.925  0.199
42 H -1.963 -0.096 -1.766  0.210

Values from the calculation:
**Structure (SMILES)**: CCCCCCNS(=O)(=O)c1nc2nc(C)cc(C)n2n1
**Energy**: -1330.41379 hartree
**Kohn-Sham gap**: 9.761 eV
**Energy above the lowest of the compared OMol25 structures with the same formula, charge and spin**: 0.0 kcal/mol
**Total charge**: 0
**HOMO**: -0.3575 hartree